# 1
Molecular formula: C22H33ClN2O4PS3
Method: DFT, ωB97M-V with the def2-TZVPD basis set

Calculated values
- Total charge: +1
- E_tot: -88828.5239 eV
- Spin multiplicity: 1
- Frontier orbital gap: 7.3 eV

```
66
Properties=species:S:1:pos:R:3:forces:R:3:mulliken_charge:R:1
N -5.5873 0.1409 2.4455 0.576 0.068 0.069 -0.81
P -4.1091 0.4741 2.0296 -2.208 0.121 0.717 0.39
C -2.9764 -0.8345 2.6785 0.023 0.954 -0.724 0.48
C -3.4691 -1.5135 3.7789 0.149 -0.269 0.357 -0.78
C -2.6980 -2.5184 4.3413 -0.428 0.015 0.205 0.41
Cl -3.2799 -3.4194 5.7033 0.026 0.272 -0.329 -0.16
C -1.4689 -2.8074 3.7961 0.546 -1.159 1.303 0.01
C -0.5929 -3.9144 4.3369 0.283 -0.032 -1.631 -1.54
C -0.7771 -5.1763 3.4039 -0.732 -0.047 0.413 -0.39
C -1.3170 -6.4306 4.1635 0.330 0.138 -1.446 -0.70
S -0.3301 -7.9331 3.8081 0.186 -0.088 0.335 -0.21
N -1.0292 -2.1233 2.7341 -0.347 -0.105 0.272 0.04
C -1.7350 -1.1377 2.1381 0.284 0.330 -0.440 0.09
C -1.1064 -0.5074 0.9579 0.257 -0.841 0.188 0.94
C -1.2795 0.8044 0.5856 -0.674 0.374 0.673 -0.60
C -0.6616 1.2979 -0.5361 0.170 1.495 -0.932 -0.42
C 0.1574 0.5396 -1.3275 0.558 -2.185 0.317 -0.59
C 0.3799 -0.8146 -0.9323 0.151 1.392 -1.027 -1.20
C -0.2534 -1.2932 0.1750 0.201 -0.943 0.475 -0.64
H -5.9501 0.8895 3.0291 -0.256 -0.242 -0.051 0.28
H -3.9614 0.5711 0.6292 0.642 -0.116 0.289 0.22
H -3.7428 1.6901 2.6596 0.770 -0.187 -0.594 0.13
H -4.4373 -1.2710 4.2135 0.026 0.082 -0.353 0.61
H 0.4484 -3.5872 4.2146 -0.161 -0.040 0.549 0.36
H -0.8463 -4.1472 5.3676 0.244 0.190 -0.081 0.73
H -1.5300 -4.9137 2.6453 0.268 -0.151 0.016 0.32
H 0.1404 -5.4350 2.8688 -0.028 0.188 0.262 0.48
H -1.3043 -6.2447 5.2385 -0.102 -0.428 -0.116 0.31
H -2.3178 -6.6470 3.7817 -0.030 0.146 0.617 0.34
H -0.6213 -8.1400 2.5024 -0.191 0.361 0.353 0.14
H -0.1230 -2.4105 2.3771 -0.056 0.361 -0.129 0.27
H -1.9021 1.4732 1.1716 0.219 0.010 -0.039 0.67
H -0.8250 2.3291 -0.8448 -0.103 -0.232 0.454 0.39
H 0.6389 0.8975 -2.2320 -0.168 0.169 0.177 0.46
H 1.0309 -1.4649 -1.5120 -0.119 0.158 0.052 0.50
H -0.0573 -2.3364 0.4285 -0.229 0.136 -0.089 0.44
C -0.4431 4.2593 -5.0788 -0.134 -0.023 -0.059 -0.69
C -1.6061 5.2590 -5.0610 0.109 0.024 0.022 -0.63
C -2.6611 4.7204 -4.0866 -0.114 0.274 -0.312 -0.72
S -1.7705 3.7381 -2.8783 0.122 0.533 -0.576 1.25
O -2.1731 2.3582 -3.0138 -0.044 -0.038 0.283 -0.63
O -1.7907 4.4076 -1.5981 -0.097 -0.401 0.213 -0.74
C -0.1521 3.9357 -3.6172 0.209 0.023 -0.227 -0.38
H 0.4340 4.6672 -5.5785 0.004 -0.027 0.023 0.37
H -0.7428 3.3527 -5.6095 0.046 -0.008 0.020 0.32
H -1.2459 6.2296 -4.7136 -0.005 -0.021 0.006 0.31
H -2.0285 5.4038 -6.0541 -0.018 -0.002 0.028 0.34
H -3.1891 5.5215 -3.5745 -0.036 -0.128 0.125 0.35
H -3.3740 4.0672 -4.5869 0.034 -0.093 0.107 0.36
H 0.4283 3.0248 -3.4844 -0.057 -0.012 0.101 0.16
H 0.3401 4.7707 -3.1185 -0.043 -0.027 0.060 0.39
C 4.9864 0.2192 -0.0486 0.076 -0.042 -0.063 -0.69
C 6.3023 0.7591 -0.6224 -0.036 0.034 0.091 -0.70
C 6.2022 0.6901 -2.1499 0.362 -0.078 0.188 -0.65
S 4.4566 0.8249 -2.5447 0.216 0.239 0.240 1.23
O 4.0082 -0.4142 -3.1299 -0.148 0.106 -0.093 -0.67
O 4.2097 2.0980 -3.1724 -0.246 -0.156 -0.229 -0.68
C 3.8785 0.8928 -0.8536 0.053 -0.119 0.450 -0.01
H 4.8933 0.4315 1.0160 -0.009 -0.003 -0.015 0.38
H 4.9396 -0.8645 -0.1825 -0.027 0.015 0.000 0.32
H 6.4345 1.7969 -0.3093 -0.014 -0.015 -0.007 0.31
H 7.1619 0.1968 -0.2604 -0.003 0.017 -0.024 0.34
H 6.7400 1.5044 -2.6292 -0.119 -0.035 -0.148 0.35
H 6.5572 -0.2653 -2.5330 -0.109 0.004 -0.068 0.36
H 2.9198 0.3865 -0.7699 -0.024 0.052 -0.154 -0.27
H 3.7780 1.9421 -0.5752 -0.024 0.010 -0.096 0.38
```
Positions in Å, forces in eV/Å.



# 2
Molecular formula: C3H4N4OS2
Method: DFT, ωB97M-V with the def2-TZVPD basis set

Calculated values
- Total charge: +2
- E_tot: -32829.9539 eV
- Spin multiplicity: 1
- Frontier orbital gap (spin up / spin down): 6.4 / 3.8 eV

```
14
Properties=species:S:1:pos:R:3:forces:R:3:mulliken_charge:R:1
C 1.5416 -2.4511 -0.0990 -0.753 -0.606 0.201 0.46
C 2.2478 1.3620 -0.4528 0.277 -0.163 0.554 0.48
C -1.1918 0.6851 0.0105 0.387 4.558 0.180 0.56
N 2.4961 -1.8137 0.0275 1.060 0.457 0.030 -0.11
N 1.1070 1.0028 -0.3379 1.719 2.617 -0.233 -0.02
N -1.5931 1.9651 0.2390 -1.456 -0.963 1.033 -0.37
N 0.0916 0.3498 -0.1833 -1.672 -3.540 0.064 -0.09
O -1.9793 -0.3066 -0.1088 0.396 -1.650 -0.160 -0.36
S 3.7366 1.8613 -0.3649 -0.680 -0.164 -0.310 0.04
S -0.0051 -2.9824 -0.2691 -0.536 -2.223 0.627 0.09
H 0.0207 -4.3594 0.3747 0.391 2.354 -0.924 0.36
H -1.0588 2.8082 0.4027 1.261 -0.547 -0.461 0.27
H -2.4933 2.1959 0.7034 0.299 -0.990 -0.832 0.29
H -2.9200 -0.3171 0.0581 -0.694 0.860 0.233 0.40
```
Positions in Å, forces in eV/Å.



# 3
Molecular formula: CH9N2O2
Method: DFT, ωB97M-V with the def2-TZVPD basis set

Calculated values
- Total charge: +1
- E_tot: -8251.4001 eV
- Spin multiplicity: 1
- Frontier orbital gap: 11.1 eV

```
14
Properties=species:S:1:pos:R:3:forces:R:3:mulliken_charge:R:1
N 0.8109 0.4459 -1.5950 -3.175 0.944 -1.173 -0.29
C -0.4078 1.0630 -1.8172 3.400 -0.929 1.100 0.19
N -1.2754 1.1589 -0.8375 -0.981 2.908 -2.137 -0.23
H 0.7764 -0.3001 -0.9412 0.523 -0.405 1.062 0.20
H 1.6558 0.5606 -2.1277 -0.339 -0.151 -0.739 0.25
H -0.6476 1.5627 -2.7659 0.646 0.238 0.561 0.36
H -1.5901 2.1678 -0.8061 -0.694 -1.871 -0.029 0.29
H -1.2951 0.6609 0.0194 0.797 -0.684 1.565 0.25
H -0.2459 -0.6642 1.7569 0.068 -0.295 0.145 0.37
H -1.8606 -0.6801 1.7646 2.017 0.975 0.254 0.37
O -1.0295 -0.0997 1.7569 -2.039 -0.767 -0.564 -0.75
H 1.1716 -2.5243 1.9240 0.804 1.620 -1.506 0.36
H 2.2921 -1.6258 2.1787 0.997 0.704 0.353 0.34
O 1.6453 -1.7257 1.4899 -2.024 -2.287 1.108 -0.70
```
Positions in Å, forces in eV/Å.